[1]
C3H5NOS | ωB97M-V/def2-TZVPD

```
11
C3H5NOS (ωB97M-V/def2-TZVPD)
C 1.629 -0.584 -0.547
C 0.544 -1.191 0.016
C -0.644 -0.543 0.483
H 2.661 0.931 -1.430
H 1.547 1.529 -0.275
H 2.446 -1.244 -0.961
H 0.540 -2.300 0.179
H -2.164 1.194 0.520
N 1.826 0.725 -0.880
O -1.348 -1.109 1.272
S -1.013 1.100 -0.110
```

Results
Energy relative to the best compared isomer or geometry (same formula, charge and spin), kcal/mol: 23.2
SMILES: N/C=C\C(=O)S
E_LUMO, eV: 0.64
Orbital gap, eV: 9.509


[2]
C3H5NOS | ωB97M-V/def2-TZVPD

```
11
C3H5NOS (ωB97M-V/def2-TZVPD)
C -0.450 0.919 -0.043
C 0.414 -0.291 -0.233
C 1.717 -0.366 0.448
H -3.564 -0.163 -0.454
H 0.262 1.717 -0.017
H -0.064 -1.237 -0.429
H 2.096 -1.376 0.711
H 1.970 0.412 1.193
N -1.664 0.986 -0.099
O 1.626 -0.049 -0.935
S -2.342 -0.553 -0.142
```

Results
Energy relative to the best compared isomer or geometry (same formula, charge and spin), kcal/mol: 73.1
E_LUMO, eV: 0.78
Orbital gap, eV: 9.958


[3]
C3H5NOS | ωB97M-V/def2-TZVPD

```
11
C3H5NOS (ωB97M-V/def2-TZVPD)
C -0.815 0.497 -0.106
C -0.603 -0.784 1.987
C 0.052 0.288 -1.285
N -0.257 -0.372 0.883
O 2.447 -0.241 0.175
S 1.241 -0.844 -0.291
H -1.887 0.458 -0.333
H 0.323 -1.244 2.412
H -0.289 -0.482 -2.034
H 0.461 1.173 -1.802
H -0.674 1.552 0.394
```

Results
Energy relative to the best compared isomer or geometry (same formula, charge and spin), kcal/mol: 112.6
E_LUMO, eV: 0.13
Orbital gap, eV: 8.207


[4]
C3H5NOS | ωB97M-V/def2-TZVPD

```
11
C3H5NOS (ωB97M-V/def2-TZVPD)
C -1.042 -0.426 -0.452
C -1.021 1.076 -0.273
C 1.051 -0.267 0.375
N -0.059 -1.048 0.005
O 2.126 -0.763 -0.276
S 0.722 1.499 0.099
H -1.976 -0.776 -0.866
H -1.465 1.538 -1.060
H -1.724 1.410 0.661
H 1.174 -0.559 2.005
H 2.214 -1.685 -0.218
```

Results
Energy relative to the best compared isomer or geometry (same formula, charge and spin), kcal/mol: 82.5
E_LUMO, eV: 0.65
Orbital gap, eV: 9.448


[5]
C3H5NOS | ωB97M-V/def2-TZVPD

```
11
C3H5NOS (ωB97M-V/def2-TZVPD)
C -0.667 0.083 1.372
C 0.575 -0.446 -0.938
C 0.621 -1.175 -2.007
H -0.672 2.271 1.058
H -0.641 -0.937 1.688
H 1.531 -0.347 -0.327
H 1.537 -1.643 -2.290
H -0.280 -1.352 -2.585
N -0.538 0.892 2.352
O -0.610 2.243 2.032
S -0.856 0.411 -0.355
```

Results
Energy relative to the best compared isomer or geometry (same formula, charge and spin), kcal/mol: 75.9
SMILES: C=CS/C=N\O
E_LUMO, eV: 0.72
Orbital gap, eV: 10.087


[6]
C3H5NOS2 | ωB97M-V/def2-TZVPD

```
12
C3H5NOS2 (ωB97M-V/def2-TZVPD)
C 1.427 -0.351 0.419
C 2.417 -0.254 -0.402
C -1.495 0.779 -0.567
N 0.382 -0.860 0.852
O -0.508 1.403 -0.244
S -0.674 -1.811 0.028
S -2.971 0.784 0.244
H 2.494 0.509 -1.158
H 3.052 -1.170 -0.587
H -1.559 0.178 -1.603
H 0.030 -0.652 1.743
H -2.595 1.445 1.274
```

Results
Energy relative to the best compared isomer or geometry (same formula, charge and spin), kcal/mol: 95.2
SMILES: C=C=[NH+][S-].O=CS
E_LUMO (alpha / beta), eV: 0.04 / 0.04
Orbital gap (alpha / beta), eV: 7.981 / 7.980


[7]
C3H5NOS2 | ωB97M-V/def2-TZVPD

```
12
C3H5NOS2 (ωB97M-V/def2-TZVPD)
C -1.594 0.300 -0.768
C 0.477 -1.169 0.876
C 1.498 -0.926 -0.144
H -1.078 2.295 1.306
H -1.798 0.089 -1.783
H 0.446 -2.280 1.393
H 0.201 -0.164 1.430
H 1.946 -1.838 -0.887
N -1.268 1.419 -0.330
O -0.806 1.382 0.881
S -1.217 -1.154 -0.105
S 2.050 0.635 -0.269
```

Results
Energy relative to the best compared isomer or geometry (same formula, charge and spin), kcal/mol: 116.1
SMILES: O/N=C\SCC=S
E_LUMO, eV: -0.64
Orbital gap, eV: 8.087


[8]
C3H5NOS2 | ωB97M-V/def2-TZVPD

```
12
C3H5NOS2 (ωB97M-V/def2-TZVPD)
C -0.383 0.062 -0.594
C -1.399 0.148 0.554
C 0.962 -0.189 1.248
H 1.583 -0.106 -2.308
H -2.300 -0.404 0.284
H -1.526 1.153 0.904
H 1.805 -0.900 1.461
H 1.260 0.793 1.566
N -0.724 0.193 -1.811
O 0.887 -0.146 -0.158
S 0.450 0.127 -3.061
S -0.618 -0.728 1.914
```

Results
Energy relative to the best compared isomer or geometry (same formula, charge and spin), kcal/mol: 26.5
SMILES: S/N=C1/CSCO1
E_LUMO, eV: 0.68
Orbital gap, eV: 9.356


no.,molar mass (g/mol),energy (eV)
1,103.15,-17564.26270
2,103.15,-17562.09539
3,103.15,-17560.38419
4,103.15,-17561.68878
5,103.15,-17561.97818
6,135.21,-28396.10154
7,135.21,-28395.19403
8,135.21,-28399.07972